# C17H48FN2O9PS4Si2

A molecular structure, C17H48FN2O9PS4Si2 (ωB97M-V/def2-TZVPD, the Open Molecules 2025 dataset).

XYZ file:
```
84
Properties=species:S:1:pos:R:3
C 0.8860 -2.7031 3.5067
C -0.1786 -3.3013 2.5126
C -0.7319 -2.1767 1.5974
F -1.9434 -2.6678 1.0508
Si 0.4807 -1.6583 0.1942
C 1.8514 -2.9740 -0.0231
C 2.9541 -2.3918 -0.9721
C 4.3760 -2.1524 -0.3936
C 4.8811 -0.6885 -0.6798
C 4.5858 -2.4248 1.1164
C -0.5576 -1.6547 -1.4338
O -0.5181 -2.9459 -2.1070
N -1.5624 -3.7405 -1.7337
O -1.1825 -4.8005 -1.3959
O 1.2221 -0.1434 0.4682
Si 0.0756 1.1219 0.6963
P 0.9131 3.0605 -0.0494
N 0.5099 3.3420 -1.5724
O 0.4320 4.3274 0.9393
O 2.5832 2.9359 0.0735
H 1.5780 -3.4932 3.8363
H 1.4607 -1.8716 3.0568
H 0.3097 -2.2671 4.3462
H -0.9988 -3.7876 3.0759
H 0.2930 -4.1215 1.9352
H -1.0296 -1.3443 2.2670
H 1.3415 -3.7993 -0.5705
H 2.1867 -3.4093 0.9315
H 2.5867 -1.4333 -1.4006
H 3.0478 -3.0715 -1.8442
H 5.0884 -2.8026 -0.9439
H 5.8862 -0.6317 -0.2045
H 5.0333 -0.4918 -1.7528
H 4.2592 0.0653 -0.1656
H 3.9238 -1.8490 1.7902
H 4.3429 -3.4968 1.3032
H 5.6440 -2.3192 1.4228
H -1.6225 -1.4193 -1.2435
H -0.1693 -0.9174 -2.1654
H -1.2394 0.8122 0.1468
H -0.0740 1.2773 2.1636
H 1.4233 3.3675 -2.0384
H -0.0161 4.0223 1.7415
H 2.7968 2.2272 0.6907
C 2.9590 5.3788 3.2950
S 2.2231 4.2952 4.5325
O 0.9486 3.7675 3.9562
C 1.7872 5.6015 5.6946
H 3.2696 4.7688 2.4477
H 2.2255 6.1141 2.9632
H 3.8292 5.8780 3.7225
H 1.1288 6.3236 5.2105
H 2.6949 6.0933 6.0452
H 1.2714 5.1482 6.5395
C -2.9725 2.2939 -4.0402
S -2.5892 2.2573 -2.2795
O -1.8947 0.9620 -2.0073
C -4.2895 2.0787 -1.7167
H -2.0360 2.3628 -4.5918
H -3.4975 1.3807 -4.3245
H -3.5875 3.1670 -4.2582
H -4.7323 1.1797 -2.1476
H -4.8656 2.9588 -2.0069
H -4.2819 1.9922 -0.6321
C -5.7850 -1.3073 2.2034
S -6.4015 -0.0356 1.0853
O -5.2634 0.8843 0.7941
C -7.4585 0.7860 2.2920
H -5.0663 -1.9197 1.6601
H -5.2941 -0.8416 3.0586
H -6.6152 -1.9307 2.5368
H -6.8619 1.1185 3.1421
H -8.2367 0.0973 2.6224
H -7.9183 1.6480 1.8114
C 0.9695 -2.7649 -4.4791
S 2.2586 -2.1329 -5.5678
O 2.8799 -0.9614 -4.8846
C 1.1407 -1.4890 -6.8273
H 1.4439 -3.1818 -3.5943
H 0.3031 -1.9552 -4.1870
H 0.4094 -3.5476 -4.9921
H 0.4623 -0.7599 -6.3825
H 0.5760 -2.3116 -7.2676
H 1.7383 -1.0063 -7.5989
```

E = -110914.3395 eV
highest occupied orbital energy = -0.3008 Ha
HOMO-LUMO gap = 8.65 eV